The following is a DFT calculation (ωB97M-V/def2-TZVPD) of a molecular structure, C24H40AgN2O6 in a non-equilibrium geometry.

Cartesian coordinates (Å):
H 13.64 8.98 13.78
H 5.60 12.68 14.61
C 11.40 5.55 10.91
C 12.67 7.19 9.61
H 8.48 12.17 15.41
H 14.48 8.61 12.32
C 12.72 9.61 10.39
H 4.83 11.03 12.93
C 6.63 12.42 14.35
O 11.25 7.45 13.05
C 13.74 9.29 12.73
O 8.01 6.05 5.76
H 8.25 12.44 12.06
O 9.11 8.41 9.53
H 6.75 7.47 15.69
H 10.47 5.87 10.44
H 9.04 11.54 13.32
C 8.55 7.24 7.66
C 7.43 12.19 15.69
H 8.98 8.51 14.73
C 8.82 9.39 15.35
H 6.01 8.43 13.21
H 14.05 5.22 10.98
H 7.51 10.74 17.27
H 11.81 9.93 9.87
C 12.43 9.14 11.84
H 9.46 10.16 14.91
H 7.27 12.96 16.45
H 7.20 8.23 17.16
C 7.36 9.67 15.44
N 11.75 7.81 11.83
H 11.65 11.15 12.16
H 14.47 8.40 9.82
H 13.39 10.47 10.46
H 9.32 9.13 16.28
H 6.15 4.87 9.87
H 11.42 10.01 13.34
H 13.08 6.42 8.96
H 9.13 7.91 7.04
H 12.03 7.15 13.52
C 6.91 11.21 13.39
C 12.40 6.73 11.06
C 6.81 5.28 7.79
H 11.11 5.16 11.89
C 6.74 5.54 9.26
H 5.66 12.26 12.02
O 7.41 6.52 11.11
C 8.47 7.38 9.00
H 5.73 8.61 16.54
H 7.05 13.35 13.98
C 7.49 6.50 9.82
H 14.10 10.31 12.69
C 6.75 8.44 16.18
H 14.43 6.69 11.77
C 11.34 10.11 12.26
O 6.88 8.82 13.25
H 13.43 5.55 12.62
H 8.41 10.75 11.89
H 5.86 10.56 11.59
N 6.78 9.93 14.09
O 6.16 4.45 7.15
H 5.91 10.88 16.32
Ag 9.19 8.02 12.06
C 7.00 10.85 16.31
H 13.52 8.92 8.54
C 13.42 8.52 9.54
C 13.62 5.98 11.64
H 10.37 9.95 11.79
H 11.82 4.73 10.33
H 11.68 7.42 9.23
C 5.76 11.26 12.42
C 8.19 11.52 12.64
C 7.80 6.23 6.97

Values from the calculation:
Total charge ... -1
Highest occupied orbital energy ... -3.40 eV
Multiplicity ... 1
LUMO ... 2.01 eV

The molecule's Mulliken atomic charges, reported in e, are given here: 0.326, 0.409, -1.851, -0.905, 0.290, 0.419, -1.323, 0.519, -1.212, -0.544, -1.734, -0.707, 0.443, -0.741, 0.352, 0.158, 0.302, -0.463, -0.735, 0.135, -1.469, 0.250, 0.406, 0.435, 0.496, 1.684, 0.155, 0.391, 0.409, 1.808, 1.809, 0.480, 0.385, 0.456, 0.475, 0.391, 0.361, 0.532, 0.428, 0.312, 1.906, 0.690, 0.376, 0.401, -0.863, 0.407, -0.741, 0.260, 0.470, 0.400, 0.649, 0.401, -2.003, 0.343, -2.191, -0.174, 0.415, 0.162, 0.332, 0.018, -0.687, 0.425, 0.828, -1.289, 0.493, -0.930, -1.705, -0.056, 0.457, 0.091, -2.095, -1.486, 0.360


The following is a DFT calculation (ωB97M-V/def2-TZVPD) of a molecular structure, C24H40N6OPtSSi2 in a non-equilibrium geometry.

Cartesian coordinates (Å):
C -3.01 1.53 1.38
C 0.68 1.38 -2.52
H -1.85 2.74 -1.33
H -0.77 4.28 -1.84
C -2.74 -3.48 0.91
C -1.67 -2.71 0.50
H -2.60 -0.79 3.58
H -4.99 1.66 0.51
H -2.58 -4.39 1.47
C 1.47 4.57 2.83
C -0.23 -3.18 0.63
H 1.30 -0.64 5.89
C 1.28 3.97 1.62
C -1.89 -0.95 4.40
H 1.84 5.58 2.88
S 2.82 -0.18 0.23
C 1.26 -1.11 4.90
H 1.49 4.51 0.72
C -3.64 3.22 -0.15
H 0.48 2.07 4.90
H 0.02 1.79 -3.29
O -2.18 1.41 0.21
H 3.60 2.18 -1.06
C -0.08 -4.47 -0.20
H 3.26 3.82 -0.53
H -3.26 0.52 1.73
C 0.51 1.92 2.75
N 1.67 -2.42 -0.56
H -2.23 -0.35 5.25
C -4.03 -3.10 0.56
H -3.17 -0.29 -1.09
H -0.28 -4.29 -1.26
H 0.75 4.71 -2.59
H -4.39 3.62 -0.83
N 0.01 0.66 2.71
H -0.33 -4.40 2.43
H -4.69 2.87 1.76
H 0.16 0.52 -2.07
C -4.24 2.32 0.94
N -1.85 -1.55 -0.15
C 0.14 -3.47 2.09
H 0.91 -4.91 -0.07
H -2.46 2.05 2.16
H -5.17 -1.65 -0.56
C 2.99 3.06 -1.26
H 1.34 4.37 4.98
H 2.20 -0.91 4.40
Si -0.17 -0.41 3.94
H 0.46 5.11 -0.91
H 3.69 -2.83 -2.03
N 0.66 2.01 0.34
Pt -0.05 -0.05 0.37
H 1.16 -2.18 5.06
C -2.69 2.26 -0.83
H 1.66 -3.30 -1.05
H -3.10 4.05 0.30
H 1.22 -3.58 2.19
H -0.80 -5.21 0.14
H -4.88 -3.69 0.87
H 4.53 -1.38 -1.59
C 0.72 2.59 3.98
C 0.30 4.34 -1.67
C 1.19 3.88 4.03
H -3.22 1.65 -1.57
C -3.08 -1.20 -0.51
N 3.70 -1.95 -1.52
H 1.57 1.01 -3.03
C 2.74 -1.58 -0.68
C -4.20 -1.95 -0.20
H -1.93 -2.00 4.70
C 0.81 2.62 1.52
H -0.20 -2.65 2.73
H 3.26 3.45 -2.24
Si 1.14 2.70 -1.24
N 0.60 -2.08 0.16

Values from the calculation:
Total charge ... +2
Highest occupied orbital energy (spin up / spin down) ... -12.59 / -13.36 eV
⟨S²⟩ ... 6.04
Multiplicity ... 5
Energy relative to the best compared isomer or geometry (same formula, charge and spin) ... 275.7 kJ/mol
LUMO (spin up / spin down) ... -5.59 / -7.11 eV

The molecule's Mulliken atomic charges, reported in e, are given here: 0.020, -1.337, -0.674, 0.392, -0.535, -0.026, 0.181, 0.255, 0.478, -1.163, 1.596, 0.454, -0.641, -0.948, 0.466, -0.385, -1.110, 0.194, -0.723, 0.386, 0.377, -0.159, 0.278, -2.063, 0.339, -0.155, 0.703, -0.155, 0.460, -0.851, 0.488, 0.517, 0.436, 0.474, 0.690, 0.393, 0.422, 0.313, -0.659, -0.014, -1.161, 0.601, 0.217, 0.497, -1.115, 0.430, 0.333, -0.070, 0.404, 0.190, -0.270, 1.807, 0.422, 0.033, 0.221, 0.279, 0.461, 0.437, 0.508, 0.263, -0.836, -1.289, -0.984, 0.403, -0.373, -0.397, 0.367, 0.668, -0.818, 0.404, 1.144, -0.340, 0.392, 0.574, -0.116